Version one
8
Properties=species:S:1:pos:R:3 method="wB97M-V/def2-TZVPD" e_lumo_ev=-0.620 homo_lumo_gap_ev=9.06 multiplicity=1 mol_weight_g_mol=122.17
O -0.1769 1.1907 0.5578
H -0.6944 0.9395 -1.5019
H 2.8107 -0.3923 0.7158
C 0.6510 -0.9184 0.2625
S -0.7982 -1.5078 -0.3170
S -1.1374 0.5885 -0.2952
C 1.8509 -0.8773 0.5780
O -2.5057 0.9770 -0.0001


Version two
8
Properties=species:S:1:pos:R:3 method="wB97M-V/def2-TZVPD" e_lumo_ev=-0.192 homo_lumo_gap_ev=9.21 multiplicity=1 mol_weight_g_mol=122.17
C -0.6259 -0.9590 0.1652
S 0.9627 -0.1973 -0.5579
O 1.9774 -0.8498 0.2452
O -2.6444 0.3133 -0.1798
C -1.7347 -0.3663 -0.1227
H 1.8616 2.2428 0.3193
H -0.3584 -1.9864 0.1091
S 0.5618 1.8026 0.0215


Version three
8
Properties=species:S:1:pos:R:3 method="wB97M-V/def2-TZVPD" e_lumo_ev=-1.121 homo_lumo_gap_ev=7.88 multiplicity=1 mol_weight_g_mol=122.17 smiles="O=C(O)C(=S)S"
O 1.6330 0.7587 -0.1954
C -0.8782 0.5474 -0.1746
C 0.5743 -0.0019 -0.0565
H -1.1235 -1.6211 0.2354
S -1.0252 2.1331 0.0172
O 0.6159 -1.2371 0.0610
H 2.3133 0.0247 0.2117
S -2.1095 -0.6038 -0.0990


Which of them is most stable, and which least? Most stable: version three; least stable: version one.